{
  "formula": "C25H79Ag2O27",
  "method": "ωB97M-V/def2-TZVPD",
  "species": ["Ag", "Ag", "O", "C", "O", "O", "H", "C", "O", "H", "H", "H", "H", "C", "O", "H", "H", "H", "H", "C", "O", "H", "H", "H", "H", "C", "O", "H", "H", "H", "H", "C", "O", "H", "H", "H", "H", "C", "O", "H", "H", "H", "H", "C", "C", "O", "O", "H", "H", "H", "H", "H", "H", "C", "C", "O", "O", "H", "H", "H", "H", "H", "H", "C", "C", "O", "O", "H", "H", "H", "H", "H", "H", "C", "C", "O", "O", "H", "H", "H", "H", "H", "H", "C", "C", "O", "O", "H", "H", "H", "H", "H", "H", "C", "C", "O", "O", "H", "H", "H", "H", "H", "H", "C", "C", "O", "O", "H", "H", "H", "H", "H", "H", "C", "C", "O", "O", "H", "H", "H", "H", "H", "H", "C", "C", "O", "O", "H", "H", "H", "H", "H", "H"],
  "coordinates": [[23.195640, 4.402960, -13.097210], [25.357020, 1.316050, -13.990180], [22.801670, 2.730390, -17.012300], [22.762170, 3.199200, -15.744820], [23.582790, 2.742290, -14.979810], [21.883790, 4.011860, -15.438140], [23.660800, 2.304240, -16.968630], [21.487180, 6.203810, -20.187030], [21.073100, 5.885370, -21.552280], [21.546220, 5.289830, -19.596050], [22.462330, 6.679970, -20.289250], [20.912740, 6.945900, -19.632560], [21.804890, 5.360770, -21.885270], [24.412350, 4.123290, -21.413260], [23.453880, 4.300860, -22.437040], [24.770470, 3.095360, -21.356650], [25.300610, 4.726680, -21.600390], [24.030980, 4.404620, -20.431670], [23.645020, 3.755540, -23.203650], [19.813810, 4.864290, -13.374920], [18.668450, 5.389480, -12.760000], [20.646310, 4.849300, -12.671480], [19.648960, 3.853530, -13.748140], [20.090840, 5.455560, -14.247700], [18.099980, 5.910430, -13.331880], [21.599070, 2.313380, -10.770740], [22.959950, 2.366050, -11.379070], [21.138350, 1.334240, -10.901530], [21.707580, 2.527270, -9.707450], [21.064170, 3.107000, -11.292430], [23.371450, 1.617870, -10.940320], [19.468640, 1.149040, -14.693700], [19.204220, 0.113830, -15.638230], [20.037790, 0.854590, -13.811960], [20.123950, 1.896960, -15.140100], [18.525110, 1.646010, -14.468170], [19.634260, 0.337820, -16.466770], [17.503430, 7.596490, -15.173890], [16.649250, 6.999500, -14.269330], [18.431730, 7.026480, -15.212120], [16.911450, 7.713840, -16.081570], [17.816160, 8.578720, -14.819620], [15.823280, 7.464090, -14.115970], [25.264410, -0.078650, -18.880220], [26.548590, -0.222140, -17.954030], [27.754740, 0.305020, -18.505940], [24.946860, 1.316780, -19.068330], [24.406920, -0.574050, -18.424810], [25.400330, -0.466530, -19.889760], [26.719460, -1.288720, -17.808040], [26.309690, 0.343780, -17.053610], [28.502760, -0.150970, -18.113320], [24.102150, 1.428490, -19.510580], [27.300160, -0.693900, -12.597170], [25.940570, -1.016030, -12.166540], [25.175360, 0.111960, -11.942600], [27.398260, 0.010910, -13.876030], [27.864610, -1.624910, -12.649420], [27.822730, -0.091820, -11.853850], [25.998050, -1.705280, -11.324080], [25.429080, -1.629370, -12.908350], [25.019370, 0.162750, -10.996720], [28.150890, 0.606460, -13.897590], [22.786640, -0.612650, -14.750050], [22.429800, -1.439800, -13.523070], [21.118140, -1.702090, -13.328610], [24.132450, -0.474610, -15.050070], [22.218360, 0.317230, -14.728200], [22.327930, -1.111000, -15.604060], [22.724220, -0.912560, -12.615630], [22.995910, -2.370750, -13.553820], [21.023920, -1.844530, -12.383920], [24.244680, -1.199820, -15.669000], [23.346740, 6.676390, -16.937750], [22.286880, 7.660500, -16.305190], [22.967290, 8.499100, -15.370240], [24.334950, 7.449940, -17.559730], [22.911510, 6.002930, -17.676070], [23.821690, 5.951610, -16.276530], [21.434550, 7.082500, -15.948050], [21.832740, 8.373270, -16.993550], [23.646130, 8.955980, -15.872270], [23.932660, 8.229860, -17.948950], [26.881080, 3.918520, -14.666360], [26.983550, 3.991770, -13.124970], [25.793070, 3.360790, -12.606560], [27.085280, 2.632270, -15.174480], [27.623780, 4.571460, -15.124800], [25.920530, 4.351170, -14.946100], [26.910780, 5.046520, -12.859820], [27.817900, 3.458560, -12.669290], [25.783040, 3.339190, -11.646850], [26.973430, 2.762290, -16.119040], [23.925260, 7.492610, -12.207640], [24.018120, 6.592790, -10.992520], [22.857830, 5.837850, -10.930890], [24.043880, 6.684430, -13.374990], [24.731870, 8.221710, -12.130910], [22.962420, 8.000170, -12.266060], [24.185120, 7.163780, -10.079180], [24.852570, 5.908020, -11.143750], [22.329230, 6.331600, -10.299710], [23.943060, 7.296460, -14.107700], [18.714080, 3.941150, -17.135010], [17.550900, 4.185260, -18.118880], [17.488910, 5.641190, -18.317650], [19.928130, 4.423510, -17.715790], [18.848840, 2.874110, -16.957930], [18.499630, 4.377800, -16.159590], [16.581130, 3.994900, -17.659070], [17.760830, 3.650630, -19.045260], [18.427980, 5.805500, -18.430530], [20.534060, 4.205910, -17.003680], [20.911820, 0.345940, -19.244520], [21.213080, 1.579720, -20.160930], [22.282540, 2.406500, -19.574210], [20.570240, 0.807870, -17.904910], [21.822150, -0.226100, -19.065130], [20.173860, -0.329730, -19.676950], [20.321710, 2.184020, -20.329360], [21.470760, 1.229350, -21.160400], [21.937290, 2.901820, -18.827840], [21.280030, 1.365290, -17.577690], [27.196420, 4.343100, -18.455860], [28.496890, 3.832370, -19.155540], [28.237100, 2.886250, -20.220130], [26.527940, 3.194220, -17.827160], [26.565650, 4.775000, -19.232840], [27.423150, 5.105710, -17.710790], [29.291880, 3.425130, -18.530850], [28.844050, 4.682920, -19.742170], [28.019220, 2.023700, -19.859410], [26.155340, 2.676030, -18.544270]],
  "forces_ev_per_angstrom": [[-0.09, -0.28, -0.50], [-0.38, 0.51, -0.62], [-0.01, 0.11, -0.11], [-2.45, 1.21, -0.35], [3.00, -1.20, 2.46], [-0.77, 0.77, -0.33], [0.50, -0.67, -1.01], [0.73, -0.23, -1.24], [-0.51, 0.71, 1.67], [0.03, 0.05, 0.13], [0.42, -0.16, 0.36], [-0.81, -0.19, -0.62], [0.20, -0.25, -0.35], [0.92, -0.24, -0.10], [-0.58, 0.25, 0.30], [-0.16, -0.17, 0.08], [0.08, 0.22, -0.09], [-0.43, -0.01, -0.24], [0.18, 0.00, 0.12], [-0.57, 0.26, -0.91], [0.11, -0.17, 1.06], [0.09, 0.13, 0.20], [0.02, -0.22, 0.09], [0.34, 0.06, -0.02], [-0.12, -0.02, -0.32], [1.25, 0.71, -0.57], [-1.35, -0.50, 0.77], [0.00, 0.10, -0.25], [-0.24, 0.13, -0.04], [-0.31, -0.28, 0.31], [0.55, 0.04, -0.37], [0.11, 0.31, -1.17], [0.05, -0.12, 1.13], [-0.46, -0.63, 0.24], [0.01, 0.38, -0.23], [0.07, -0.01, 0.49], [0.11, -0.02, -0.32], [-0.30, 1.41, -0.37], [-0.42, -1.57, 1.84], [-0.30, -0.35, -0.60], [1.01, -0.10, -0.68], [0.01, 0.36, -0.05], [0.21, 0.22, -0.25], [1.15, 1.06, -0.29], [-1.07, 0.19, -1.18], [-0.54, 0.33, -0.57], [0.82, -0.35, 0.84], [0.13, -0.24, 0.31], [0.36, -0.55, 0.16], [-0.40, -0.05, 0.47], [-0.01, -0.32, 0.40], [-0.03, -0.03, 0.01], [-0.56, 0.17, -0.08], [2.50, 0.53, -0.71], [-0.37, -1.86, -0.81], [-0.98, 0.88, 1.18], [-0.83, -0.98, 0.71], [0.05, -0.15, -0.24], [-0.15, 0.14, 0.24], [0.11, 0.30, 0.43], [0.00, 0.11, -0.43], [-0.05, 0.30, 0.05], [0.08, 0.04, 0.15], [-3.45, -0.35, -0.49], [2.81, 0.43, 0.95], [-2.52, -0.28, -0.42], [0.76, -0.30, 0.08], [0.58, 0.49, 0.26], [-0.36, -0.24, -0.09], [1.01, 0.37, -0.03], [0.44, -0.29, -0.14], [-0.46, -0.12, -0.15], [0.97, 0.14, -0.07], [-1.64, 0.53, -0.62], [1.05, -1.01, -0.70], [-0.35, -0.57, 1.08], [1.19, 0.35, 0.09], [-0.65, 0.15, -0.20], [0.04, 0.56, 0.73], [0.30, 0.16, 0.99], [0.15, -0.41, -0.89], [0.16, 0.07, -0.05], [-0.10, -0.09, -0.35], [0.71, 0.97, 1.09], [-1.01, -0.20, -0.69], [-0.56, -0.07, -0.27], [-0.10, -0.38, 0.81], [0.26, 0.32, 0.32], [-0.39, -0.24, 0.01], [0.55, 0.07, 0.09], [0.43, 0.37, -0.38], [0.18, 0.05, 0.11], [-0.17, -0.46, -1.23], [0.40, 0.07, 0.33], [0.84, 0.70, -1.04], [-0.97, -0.75, 0.89], [0.47, -0.29, 0.60], [0.10, 0.20, -0.33], [-0.03, 0.18, 0.35], [0.07, 0.07, 0.00], [0.26, 0.00, 0.07], [-0.84, -0.47, -0.11], [-0.41, 0.14, -0.84], [-0.99, -1.00, -0.65], [0.50, 1.80, 1.26], [0.38, -1.48, -0.22], [-0.53, 0.05, 0.28], [-0.28, -0.29, -0.07], [0.03, 0.47, -0.01], [0.18, -0.74, -0.21], [-0.35, 0.03, -0.12], [0.24, 0.80, -0.27], [1.07, 0.35, 0.23], [1.13, 1.60, 0.65], [0.04, -0.21, 1.07], [-0.74, -1.48, -1.54], [-0.87, -0.45, -0.98], [0.26, -0.19, -0.63], [-0.34, 0.33, 0.40], [-0.10, 0.08, 0.40], [0.67, 0.09, 0.11], [-0.24, 0.12, 0.08], [0.40, 0.16, -0.11], [0.91, -2.06, -0.26], [-0.91, 0.22, -1.36], [-0.33, 0.60, 0.53], [0.61, 1.80, 0.20], [-0.17, -0.01, 0.10], [-0.08, -0.18, 0.13], [-0.23, 0.27, 0.46], [0.50, 0.20, 0.38], [-0.01, -0.27, 0.37], [-0.41, -0.53, -0.19]],
  "gap_ha": 0.31212,
  "largest_force_ev_per_a": 4.05,
  "total_charge": 1
}